(1)
The following is a quantum chemistry calculation of a molecular structure, C47H50CaCl2Ge2NO4P2S4 in a non-equilibrium geometry, from the Open Molecules 2025 dataset.

Positions of all 113 atoms, in Å:
C: 3.081 2.511 0.597
C: 5.576 -0.116 -3.423
S: -4.784 -0.291 4.588
C: -1.446 4.370 -0.248
C: 0.029 2.095 -5.495
C: 4.318 0.390 -3.706
C: -5.376 -1.925 4.251
O: 1.232 0.875 -0.619
C: 1.013 -3.755 5.024
Cl: -1.907 3.346 1.135
C: -0.219 0.291 -3.881
C: 3.438 0.686 -2.677
H: 4.407 0.396 3.746
N: -5.194 -0.590 0.612
C: 4.710 4.119 1.341
C: -4.746 -1.730 -0.174
H: -2.964 -2.377 -4.149
H: -2.702 -4.129 -1.883
O: -6.426 -2.355 4.635
C: -5.210 0.637 -3.348
C: -3.058 -0.484 -3.140
O: -3.226 0.498 0.407
S: -1.761 -1.952 2.005
C: 2.412 1.210 3.755
H: -0.324 3.037 -5.892
H: -0.150 -0.605 4.619
C: -3.584 -1.521 -3.909
P: 1.701 0.037 2.601
C: 3.368 2.968 5.667
H: 1.010 -2.656 -0.457
H: -3.546 1.411 -2.258
H: 0.174 -3.157 -4.921
H: 2.598 -4.651 3.895
H: -3.748 -2.032 0.155
H: 5.740 4.429 1.441
C: 2.040 3.026 5.278
O: 0.433 0.595 2.029
C: -4.889 -1.496 -4.380
H: -0.544 -2.621 5.971
H: 3.901 -0.284 1.609
H: -7.254 -0.501 0.194
C: 2.242 -2.623 3.303
H: -4.821 1.264 1.403
C: -3.294 -0.358 3.658
H: 0.524 2.192 3.998
H: 1.033 3.016 0.970
Ca: -0.952 0.401 0.368
H: -6.803 -1.451 1.628
H: 2.406 -0.249 -5.984
S: -4.262 -2.827 3.212
H: 1.376 3.753 5.720
H: 1.272 -1.247 -4.074
H: -5.264 -2.321 -4.970
C: 1.476 -1.483 3.513
H: -0.802 5.164 0.120
C: -0.630 1.506 -4.429
H: 6.256 -0.352 -4.229
Ge: -1.226 -0.482 -2.324
C: 2.062 3.334 1.065
C: 4.222 2.028 5.107
C: -3.907 0.592 -2.875
H: -5.839 1.489 -3.123
Cl: -0.580 3.448 -1.476
C: 4.408 2.914 0.729
H: 0.825 -4.645 5.608
H: -4.712 -1.474 -1.238
H: -2.360 4.769 -0.682
C: -5.711 -0.416 -4.098
H: -1.297 -4.052 -4.584
C: -0.329 -3.769 -4.179
S: -2.317 0.997 3.647
H: 0.249 -4.678 -4.027
C: -6.577 -0.553 1.051
H: 3.926 5.869 2.295
P: 2.631 0.913 -0.097
H: 1.573 5.171 2.044
C: 3.826 0.476 -1.358
H: 2.636 -1.259 0.816
C: 0.245 -2.617 5.234
H: 2.445 1.053 -2.900
C: 2.871 -0.281 1.255
C: 2.009 -3.761 4.063
H: -5.444 -2.548 -0.013
C: 1.561 0.264 -5.541
H: 1.596 -3.935 -1.520
H: -1.907 -3.594 -0.401
H: 5.397 -0.228 -0.057
C: 5.088 -0.044 -1.076
H: 4.007 0.548 -4.728
H: 5.209 2.301 0.340
C: 2.367 4.541 1.671
C: -3.061 -1.570 2.982
H: -1.279 -4.987 -1.287
H: 5.256 1.980 5.415
H: 3.015 -2.644 2.548
H: -1.507 2.003 -4.026
C: -1.735 -4.004 -1.398
C: 1.558 2.152 4.317
H: 1.640 1.920 -6.905
H: 1.922 -2.238 -1.911
Ge: -0.557 -2.833 -2.457
C: -4.383 0.437 0.819
C: 3.742 1.143 4.158
C: 0.474 -1.481 4.483
H: -6.735 0.315 1.687
H: 6.941 -0.743 -1.888
C: 1.132 1.473 -6.062
H: -6.728 -0.392 -4.464
C: 5.963 -0.337 -2.108
H: 3.742 3.655 6.412
C: 1.184 -2.927 -1.501
C: 0.899 -0.306 -4.462
C: 3.690 4.930 1.815

Cartesian forces, eV/Å:
0.038 0.040 -0.040
0.039 -0.015 0.009
-0.068 0.043 0.093
-0.084 0.132 -0.022
0.024 0.065 -0.042
0.030 0.024 -0.034
0.171 0.167 -0.253
0.006 0.013 0.095
-0.045 -0.018 0.055
0.107 0.070 0.001
0.009 -0.056 0.112
0.020 0.051 0.007
0.041 -0.049 -0.037
-0.117 0.170 0.050
0.013 0.018 0.008
0.152 -0.049 -0.137
0.037 -0.035 -0.014
-0.082 0.006 -0.066
-0.201 -0.114 0.166
-0.036 0.034 0.016
0.064 -0.005 0.144
0.073 0.042 -0.158
0.220 -0.290 -0.224
0.124 -0.056 -0.022
-0.024 0.064 -0.034
-0.030 0.062 -0.005
0.059 -0.092 -0.037
-0.137 0.105 -0.079
0.022 0.000 -0.006
-0.022 0.023 0.105
0.005 -0.011 -0.011
0.080 0.094 -0.101
0.026 -0.033 -0.009
-0.140 0.029 -0.113
0.044 0.009 0.004
0.007 0.022 -0.003
0.711 0.042 0.772
-0.043 -0.011 -0.006
-0.056 -0.004 0.057
0.062 -0.024 -0.006
0.039 -0.015 0.032
-0.008 -0.017 0.026
0.039 -0.139 -0.040
-0.033 0.103 0.027
-0.032 -0.002 -0.012
-0.023 -0.014 -0.006
-0.574 0.290 0.083
-0.019 0.019 -0.001
-0.018 -0.028 -0.040
-0.021 -0.099 0.049
-0.062 0.071 0.042
0.005 -0.074 0.023
-0.029 -0.058 -0.038
0.060 -0.037 -0.026
-0.053 -0.076 -0.042
-0.139 0.053 0.060
0.031 -0.001 -0.031
-0.205 -0.289 -0.898
-0.045 -0.039 0.005
-0.023 0.021 0.014
0.044 0.144 0.099
-0.039 0.060 0.011
-0.071 -0.007 0.006
-0.019 -0.025 -0.013
-0.007 -0.033 0.023
-0.003 -0.053 0.087
0.135 -0.053 0.056
-0.043 -0.031 -0.038
-0.146 -0.036 -0.042
0.023 0.061 0.068
-0.080 0.076 0.013
0.078 -0.132 0.019
0.006 -0.056 0.005
0.022 0.072 0.031
-0.101 0.032 -0.080
-0.067 0.053 0.036
0.041 -0.023 0.073
0.039 0.023 0.049
0.022 -0.021 -0.014
-0.036 0.032 0.008
0.060 -0.157 0.015
0.024 0.031 -0.059
0.015 -0.046 0.002
-0.032 -0.020 -0.113
0.048 -0.079 -0.003
0.022 -0.003 0.014
0.023 -0.018 0.100
0.002 0.028 -0.030
0.048 0.018 0.041
0.043 -0.068 -0.029
0.027 -0.006 0.009
0.016 -0.015 0.047
0.026 -0.091 0.007
0.076 0.001 0.022
0.047 0.008 -0.043
-0.029 0.006 0.029
-0.010 0.053 0.042
-0.059 0.000 -0.037
0.045 0.042 -0.078
0.067 0.080 -0.069
0.044 0.034 0.119
-0.179 0.120 0.088
-0.012 -0.007 -0.002
-0.010 -0.004 -0.012
-0.016 0.023 0.006
0.027 -0.018 0.009
0.011 -0.016 -0.012
-0.047 -0.001 -0.017
-0.008 -0.003 0.005
0.025 0.049 0.059
-0.061 -0.049 -0.007
-0.009 -0.090 0.041
-0.011 -0.016 -0.003

Properties
ΔE to the lowest compared entry with this formula, charge and spin = 92.0 kJ/mol
LUMO level (spin up / spin down) = 0.015 / -1.212 eV
HOMO (spin up / spin down) = -6.32 / -6.33 eV
Total energy = -10204.2291 a.u.
Frontier orbital gap (spin up / spin down) = 0.2329 / 0.1881 Ha
F_max = 1.05 eV/Å
Multiplicity = 2


(2)
The following is a quantum chemistry calculation of 9 unconnected molecules or ions with the total composition C47H50N10, from the Open Molecules 2025 dataset.

Positions of all 107 atoms, in Å:
C: 1.449 5.389 -4.253
C: 1.774 4.075 -3.958
H: -5.113 -2.865 -2.354
C: -3.560 2.403 3.855
C: 2.746 3.447 -4.723
H: -3.738 4.384 0.690
N: -0.993 2.620 -1.393
H: -4.505 5.351 4.811
H: -1.885 -3.107 6.490
H: -0.867 4.343 -2.497
H: -1.809 1.308 4.422
C: 5.484 0.028 -2.950
C: -4.779 0.848 -3.071
N: -1.973 -5.068 5.892
H: 4.743 7.686 -3.875
H: 8.818 8.659 -6.367
H: -4.594 -4.478 3.519
C: 5.804 1.347 -4.776
N: -4.309 3.501 3.943
C: -2.137 -3.843 1.419
C: -3.787 0.094 -2.463
C: 2.107 6.021 -5.298
H: 0.036 -6.677 0.867
H: 1.291 3.542 -3.149
C: -2.972 3.893 0.102
C: -4.304 -2.440 4.112
H: 2.566 -10.834 1.086
H: -1.271 0.994 -0.167
H: -4.628 1.904 -3.246
H: -2.036 -7.083 5.499
C: -1.685 -5.750 8.577
H: -1.951 -3.387 3.537
C: -2.373 2.222 4.547
N: 7.435 9.348 -5.018
H: -5.189 -1.860 3.848
C: -1.944 -6.340 6.284
C: -1.803 -6.732 7.607
C: -2.708 4.385 5.491
C: -6.089 -1.141 -3.187
H: -1.017 3.136 5.942
H: -2.409 5.204 6.131
H: -1.787 -7.782 7.866
H: 7.768 1.417 -5.637
H: -6.988 -1.676 -3.461
H: 5.655 5.935 -5.400
H: -1.917 -2.432 -0.207
C: -2.594 2.592 0.390
C: -2.424 -1.343 1.474
C: -1.858 -4.135 6.835
H: -2.849 0.543 -2.162
H: 1.892 7.048 -5.560
C: 6.321 9.068 -4.345
H: 5.954 9.850 -3.689
N: -3.904 -1.210 -2.206
H: 5.365 2.039 -5.488
H: -2.550 -4.687 0.861
C: 2.036 -9.891 1.065
H: -1.622 -3.620 8.905
H: -4.584 -3.363 2.178
H: 0.394 -10.647 -0.100
H: 4.790 -0.343 -2.203
C: -1.939 3.237 5.385
C: -5.954 0.215 -3.440
H: -3.573 -2.618 0.284
C: 7.145 1.002 -4.857
H: 3.492 -8.806 2.217
C: 7.910 8.407 -5.830
C: -1.712 -4.421 8.184
H: 3.595 5.764 -6.827
H: 7.164 -1.070 -2.190
H: -3.047 2.042 1.201
N: 4.979 0.874 -3.845
C: -2.349 4.548 -0.950
N: 0.469 -4.059 1.348
C: -2.608 -3.964 2.885
C: -5.041 -1.804 -2.569
H: -1.572 -6.014 9.620
N: 0.115 -8.660 0.334
C: -1.375 3.866 -1.664
C: 2.546 -8.765 1.691
C: -0.674 -3.973 1.375
H: 7.740 6.442 -6.681
C: -3.879 4.467 4.753
C: 3.060 5.303 -6.004
C: 7.309 7.168 -6.005
H: -2.609 5.564 -1.213
C: 7.657 0.119 -3.919
H: 8.699 -0.174 -3.948
C: -2.557 -2.559 0.669
C: 5.644 7.861 -4.447
C: -1.599 2.006 -0.377
H: -3.458 -1.752 4.108
C: -4.084 -3.599 3.121
H: -3.927 1.628 3.191
H: -2.451 -5.004 3.169
C: 0.619 -7.587 0.941
C: 1.823 -7.585 1.628
C: 6.809 -0.379 -2.943
C: 6.151 6.891 -5.297
H: -4.437 -2.817 5.126
C: 0.822 -9.786 0.403
H: 2.178 -6.675 2.094
N: -2.373 -0.371 2.076
H: -6.752 0.768 -3.918
H: 0.700 5.917 -3.676
N: 3.385 4.041 -5.732
H: 3.037 2.422 -4.518

Cartesian forces, eV/Å:
0.017 0.000 0.018
-0.037 0.031 0.034
-0.017 -0.003 -0.013
-0.120 0.023 -0.046
0.066 -0.106 -0.053
0.004 -0.007 0.011
-0.008 0.013 -0.021
0.015 0.008 0.010
0.002 0.003 0.017
-0.049 0.029 -0.001
-0.010 -0.001 -0.041
-0.018 -0.005 -0.002
0.001 -0.002 -0.006
-0.036 -0.022 0.064
0.000 0.003 0.002
-0.002 -0.017 -0.008
-0.056 -0.011 -0.127
-0.059 0.072 -0.075
0.037 0.016 0.009
-0.145 0.071 0.170
0.084 -0.165 0.072
-0.011 -0.004 0.014
0.026 0.014 0.012
0.010 -0.035 -0.014
-0.024 0.007 -0.012
0.065 -0.047 -0.122
-0.006 -0.004 -0.008
-0.014 0.007 0.035
0.015 -0.002 0.003
-0.001 -0.011 0.014
0.001 -0.002 0.005
-0.041 0.107 -0.068
0.050 -0.027 0.047
-0.006 -0.012 -0.001
-0.035 -0.040 0.073
0.009 0.013 -0.034
0.004 0.016 0.017
0.009 -0.011 -0.004
-0.012 0.010 -0.006
-0.001 0.001 0.001
-0.010 0.005 -0.001
0.000 -0.003 -0.009
-0.007 0.005 -0.003
0.005 -0.010 0.006
0.001 -0.019 0.011
-0.129 0.002 -0.045
-0.004 0.038 0.030
-0.238 -0.318 -0.301
-0.010 0.014 -0.043
-0.012 0.110 -0.055
-0.002 -0.005 -0.017
0.016 0.020 -0.007
-0.013 -0.013 0.005
-0.072 -0.009 0.023
0.026 0.014 -0.005
0.037 0.053 -0.091
0.004 0.011 0.007
-0.002 0.007 -0.006
0.064 -0.030 -0.020
0.015 -0.010 0.007
0.016 -0.008 0.006
-0.001 0.010 -0.005
-0.017 0.009 -0.005
-0.044 0.000 0.144
0.023 -0.027 0.032
-0.001 -0.001 0.000
-0.001 0.028 0.003
0.003 -0.019 0.007
-0.032 0.023 -0.012
-0.008 -0.002 0.003
0.031 -0.032 -0.018
-0.019 -0.018 0.039
-0.016 -0.033 0.016
0.140 -0.026 0.021
-0.094 -0.224 -0.097
0.036 0.026 0.014
0.000 0.000 -0.001
0.015 -0.009 0.028
0.046 0.013 -0.027
0.001 -0.001 0.003
-0.160 -0.020 -0.005
0.012 0.001 0.005
-0.017 -0.007 -0.024
0.000 0.005 -0.032
-0.018 0.028 0.008
0.005 -0.001 -0.011
-0.001 0.007 -0.006
0.000 -0.001 0.001
0.436 0.053 -0.127
-0.010 -0.003 -0.009
0.073 0.024 -0.017
-0.043 0.007 0.001
-0.072 0.108 0.182
0.029 -0.050 0.050
0.146 0.058 0.081
-0.052 -0.026 -0.059
0.027 0.007 0.019
0.005 0.007 -0.009
0.033 -0.057 0.008
0.064 0.023 0.010
-0.025 0.007 -0.005
-0.017 0.013 -0.013
0.122 0.278 0.254
0.002 0.000 0.001
0.004 0.008 0.000
0.022 0.031 0.025
-0.023 0.019 0.068

Properties
ΔE to the lowest compared entry with this formula, charge and spin = 0.0 kJ/mol
LUMO level = 0.581 eV
HOMO = -9.49 eV
Total energy = -2368.4611 a.u.
Frontier orbital gap = 0.3702 Ha
F_max = 0.50 eV/Å
SMILES string = CCC[C@H](C#N)CC#N.c1ccncc1.c1ccncc1.c1ccncc1.c1ccncc1.c1ccncc1.c1ccncc1.c1ccncc1.c1ccncc1


Look up the F_max of the second one.
0.50 eV/Å


The lowest F_max belongs to which entry?
C47H50N10